25
Properties=species:S:1:pos:R:3:nbo_charge:R:1 method="wB97M-V/def2-TZVPD" spin_multiplicity=3 homo_ev="-4.5208 / -7.5361"
C 2.196 0.111 -1.227 -0.23
C 2.869 -0.239 -0.151 -0.18
C 0.442 -1.775 -0.349 -0.24
C 1.191 -1.940 0.733 -0.30
C 0.858 -0.301 -0.645 -0.08
C 1.695 -0.539 0.791 -0.08
C 1.873 2.376 1.389 -0.38
C -3.203 -1.073 -1.491 -0.37
C 0.800 1.926 0.794 -0.21
C -3.106 -0.699 -0.270 -0.19
C 0.569 0.437 0.575 -0.19
C -2.328 0.465 0.150 -0.62
Se -1.130 0.162 1.638 0.53
H 2.589 0.282 -2.266 0.22
H 3.985 -0.285 0.141 0.23
H 0.125 -2.394 -1.178 0.20
H 1.114 -2.807 1.351 0.22
H 1.861 3.443 1.764 0.21
H 2.653 1.712 1.463 0.20
H -3.893 -1.764 -1.620 0.19
H -2.754 -0.672 -2.424 0.20
H 0.057 2.541 0.290 0.20
H -3.548 -1.237 0.543 0.21
H -1.805 1.105 -0.613 0.24
H -3.110 1.166 0.615 0.23